An isolated molecule of CHFIN. Source: OMol25; level of theory: wB97M-V/def2-TZVPD.

Structure (ORCA input):
```
! RIJCOSX wB97M-V def2-TZVPD def2/J DEFGRID3
* xyz 0 3
C 0.44 -0.10 -0.03
N -0.37 1.02 -0.53
F 1.68 -0.24 -0.35
I -0.44 -1.66 1.07
H -1.31 0.98 -0.15
*
```

For the energy above the lowest of the compared OMol25 structures with the same formula, charge and spin, the calculation gives 0.0 kJ/mol. The expectation value of S² is 2.01. Its molecular weight is 172.93 g/mol.